# 1
69
Properties=species:S:1:pos:R:3 method="wB97M-V/def2-TZVPD" lumo_energy_ev=-9.895 charge=+3 max_force_ev_per_a=0.56 molar_mass_g_mol=700.271 energy_ha=-4695.4095 homo_lumo_gap_ev=6.659 homo_energy_ha=-0.608
H 1.7564 2.2202 -2.4076
C 0.5320 -0.6772 6.0627
H 2.9455 -2.0004 6.1032
H -5.8618 4.6750 -0.6737
N 2.4858 2.4468 -1.7488
H -1.0749 -5.2468 -4.1797
H -2.1790 0.0066 2.4909
Sn 0.9045 -1.5810 0.3235
H 4.2795 -2.7548 4.1454
C -3.1049 -4.6805 -3.8912
N 3.4197 1.9640 0.2849
C 1.3705 -1.1525 4.9123
H 3.0733 4.0423 -2.9120
C -5.2088 3.8158 -0.7388
C -3.5431 1.5951 -0.9177
C -2.1853 -0.2097 0.3471
H 5.4697 3.4220 -3.1095
H 1.7937 2.7005 2.4278
H 4.4816 1.3025 1.9146
C 2.8527 2.5363 2.6314
H 4.4625 2.0748 -3.6309
C -4.0475 -3.7344 -3.4110
C 2.5819 -1.8178 5.0996
H 5.2451 2.0334 -2.0479
C -4.9066 3.2648 -1.9756
C -3.5990 -2.5856 -2.8558
C 3.5374 3.3846 -2.1801
C 0.9580 -0.9643 3.6033
C 4.7484 2.6799 -2.7722
C -1.2460 -3.3294 -3.2060
H -3.8493 1.7228 -3.0359
C -1.7448 -4.4961 -3.7908
H 3.8059 4.0137 -1.3292
C -3.8465 2.1474 0.3383
C -3.3273 1.5374 1.5426
H 1.1170 -0.6269 6.9779
Br 3.7963 -2.5065 1.2090
H 0.1130 0.3089 5.8665
N 1.6665 -1.3851 2.5421
N -2.4582 -0.2355 -2.0141
S 0.9589 0.8979 -0.3203
C -2.7297 0.3785 -0.9378
C 2.4407 1.8179 -0.5878
O 0.0306 -3.0833 -3.0086
C -4.6767 3.2604 0.4180
H -4.9100 3.6871 1.3848
H -4.2845 -1.8141 -2.5328
C -2.1883 -2.3293 -2.7645
H -3.4674 -5.5833 -4.3660
H 0.5945 -5.0736 -2.7129
O -1.4391 -1.2048 0.2459
H 1.1919 -4.3230 -4.2286
H 0.0298 -0.4496 3.3819
H 3.3699 3.4920 2.5531
H -5.1055 -3.9219 -3.5214
C 3.4396 1.5135 1.6744
C 2.8277 -2.0017 2.7592
C -2.5317 0.4383 1.5646
H 2.8929 0.5800 1.7148
H -0.2969 -1.3647 6.2374
H -5.3286 3.6933 -2.8739
H 2.9616 2.1866 3.6581
C -4.0744 2.1528 -2.0686
H 1.8799 -3.8443 -2.6604
N -1.6854 -1.1736 -2.3429
C 3.3341 -2.2482 4.0163
H 4.1782 2.5743 0.0123
H -3.6047 1.9985 2.4839
C 0.9788 -4.1656 -3.1731

***

# 2
12
Properties=species:S:1:pos:R:3 method="wB97M-V/def2-TZVPD" lumo_energy_ev="0.279 / 0.281" max_force_ev_per_a=3.13 molar_mass_g_mol=82.106 energy_ha=-265.3224 homo_lumo_gap_ev="7.466 / 7.468" homo_energy_ha="-0.264 / -0.264" e_above_lowest_kcal_mol=133.8
C -2.0025 -0.4446 -0.0246
H 0.1746 -1.9385 0.2726
H 0.5059 1.4365 -0.2991
C 0.4437 -1.0051 -0.0123
C 1.6949 -0.4249 -0.1081
N -0.3888 1.1784 0.0880
H 3.6157 0.6733 -0.3524
H -1.2391 1.5768 -0.1548
N -0.6625 -0.2037 -0.0349
H -2.6974 0.2924 0.2992
H -2.1746 -1.3954 0.2784
C 2.7300 0.2549 0.0480

***

# 3
17
Properties=species:S:1:pos:R:3 method="wB97M-V/def2-TZVPD" smiles=c1c[n+](C2CC2)c[nH]1 lumo_energy_ev=-3.208 charge=+1 max_force_ev_per_a=3.89 molar_mass_g_mol=109.152 energy_ha=-343.2356 homo_lumo_gap_ev=11.137 homo_energy_ha=-0.527 e_above_lowest_kcal_mol=53.9
H -1.4952 -0.9783 0.9656
C -0.2761 1.6386 0.5703
N -0.0600 2.5178 -0.4018
H 1.5411 -1.1900 1.1817
H 0.5454 -2.2542 2.1314
C -0.0641 -2.0876 0.0615
N -0.2353 0.4070 0.1034
H 0.5864 -2.1474 -0.7971
C 0.0191 0.5002 -1.2378
H 0.0789 3.4497 -0.3857
H -0.5514 1.7992 1.5779
C 0.2127 1.8413 -1.5195
H -0.1612 -0.5179 -1.7572
C -0.5206 -0.8644 0.6428
H 0.5777 2.3441 -2.4288
H -0.8008 -2.8510 -0.0112
C 0.6035 -1.6073 1.3047

***

# 4
14
Properties=species:S:1:pos:R:3 method="wB97M-V/def2-TZVPD" lumo_energy_ev="-8.513 / -8.513" charge=+2 max_force_ev_per_a=4.28 molar_mass_g_mol=219.878 multiplicity=2 energy_ha=-572.0363 homo_lumo_gap_ev="10.199 / 9.327" homo_energy_ha="-0.688 / -0.656" e_above_lowest_kcal_mol=39.8
H -2.5276 0.0401 2.7007
O 0.2770 -0.5190 0.0275
H -0.0490 1.3842 -0.6034
C -0.5082 0.4504 -0.2601
O -1.6343 0.3347 2.4368
O 2.2683 -1.1976 0.7804
Ag 2.4720 -3.6480 1.1198
H -1.9381 1.4526 0.0479
Li 3.5099 1.6055 1.1334
H -2.2370 -0.7736 0.0824
O 2.0448 0.9229 0.1769
C 1.7166 -0.2513 0.2354
H -2.3827 0.3486 -1.1466
C -1.9513 0.2716 -0.1279

***

# 5
10
Properties=species:S:1:pos:R:3 method="wB97M-V/def2-TZVPD" smiles=[PH2]#CBr.C lumo_energy_ev=-0.351 max_force_ev_per_a=4.05 molar_mass_g_mol=140.948 energy_ha=-2994.9856 homo_lumo_gap_ev=8.100 homo_energy_ha=-0.311 e_above_lowest_kcal_mol=125.5
C -1.2301 -0.3828 -0.0860
H 0.0528 1.8908 0.4255
Br -2.9666 -0.0077 0.3852
H 1.1494 0.5809 -0.0977
C 1.0541 1.4275 0.4231
H 0.5559 -1.7036 -0.7612
H 1.4248 1.3555 1.4388
H 1.7481 1.9577 -0.1221
H -1.0992 -3.1880 -1.0793
P -0.6892 -1.9304 -0.5261

***

# 6
105
Properties=species:S:1:pos:R:3 method="wB97M-V/def2-TZVPD" lumo_energy_ev="-4.406 / -6.695" charge=+2 max_force_ev_per_a=0.86 molar_mass_g_mol=807.452 multiplicity=2 energy_ha=-4097.3067 homo_lumo_gap_ev="8.088 / 6.103" homo_energy_ha="-0.459 / -0.470" e_above_lowest_kcal_mol=8.4
H 0.4948 2.4161 -2.3196
H 0.3343 -3.1581 -3.4283
C -2.4337 4.1065 -1.6738
C -3.0600 0.1435 3.0047
C -3.1113 3.5870 1.7693
C -3.7118 4.1552 2.8812
C -3.2298 4.4633 -2.7499
C 3.1678 2.9217 0.4143
C 3.5359 2.9094 -0.9232
H 4.6925 0.2056 -1.8058
C -3.5924 2.1446 -3.2438
H -1.4057 -4.4975 -0.8054
H -1.9936 4.8903 -1.0663
H 1.6739 -0.1272 -4.6494
H 1.8990 -0.6842 -1.7942
H 0.6340 -3.0902 -0.3265
H -0.1031 -1.2872 -5.7953
C -0.7918 -0.6964 -3.8181
H -0.3813 -4.3812 3.4118
H -1.2291 -2.9304 -1.5856
C -1.6385 3.9844 4.0807
C -0.2165 -3.5439 2.7305
H -1.1327 -2.9438 2.7641
H -0.7266 -4.9192 1.1520
C 7.4221 -1.0058 -0.2141
C -2.1971 2.7668 -1.3687
H -3.4421 4.7975 4.9102
C 0.0682 -0.6642 -2.5757
H 7.3989 -2.0172 1.6761
N -1.5751 0.1211 2.9011
O -0.5070 -0.5750 -1.4431
C -2.7882 1.7931 -2.1693
H -1.2649 0.1968 5.0003
C -3.8131 3.4829 -3.5376
C -1.7650 3.2128 1.7885
C 2.5720 2.7186 -1.9039
C 1.8417 2.7485 0.7678
C 2.0876 -0.8450 -3.9383
C -1.0386 3.4240 2.9640
H -1.0561 4.1541 4.9768
C -3.8238 -0.9601 0.8400
C -0.9705 -0.4138 4.1414
H 1.0716 -2.8189 4.3181
H 4.9523 -1.8625 1.9353
H -3.3977 5.5085 -2.9718
Ge -1.0501 2.3746 0.1700
C -1.3590 -3.4212 -0.6214
C 4.6606 -0.8245 0.0773
H 0.9734 -4.5259 1.2431
H 3.9166 3.0760 1.1794
C 2.0015 -2.2686 -4.4844
H 4.5711 3.0600 -1.1987
H -4.7776 -1.0754 2.7462
C 1.2475 2.5350 -1.5455
H 7.1422 0.0288 -2.0718
H -3.4139 1.0637 2.5370
C -2.6475 -2.9380 0.0189
Y -0.2685 -0.6079 0.7672
H -4.4389 3.7614 -4.3746
H -3.9446 0.0870 0.5458
C 2.0277 -0.6580 0.3411
N 1.3725 -0.7060 -2.6730
N -0.2075 -3.0847 0.2446
H -4.0506 1.3754 -3.8525
C -2.9778 4.3500 4.0422
H -4.7034 -1.4949 0.4673
C -0.4569 -1.7703 -4.8831
H -3.2979 -1.9857 2.6820
H -3.5069 -3.2466 -0.5859
C 0.9740 -2.7286 3.2337
H 1.0367 -0.7136 4.9103
H -2.6073 0.7468 -1.9667
H -2.7778 -3.3890 1.0048
H -1.3521 -1.4207 4.3189
N -2.6104 -1.4718 0.1663
H 0.8673 0.5995 3.7544
C 5.2881 -0.2926 -1.0522
C 6.8064 -1.5342 0.9110
C 0.5349 -0.4192 3.9852
H 2.6758 -2.9245 -3.9311
H 0.5016 -3.6914 -5.0763
C -3.7570 -1.0453 2.3608
C 6.6615 -0.3853 -1.1955
H 2.8516 2.7346 -2.9499
H 2.3564 -2.2496 -5.5168
H 3.1214 -0.5559 -3.7595
H -2.6195 -1.0953 -0.7780
H -3.3361 0.2065 4.0609
H -0.7478 0.3079 -4.2524
C 0.5721 -2.8096 -4.4399
H -1.8144 -0.8191 -3.4637
N 0.9241 -1.2944 2.8649
C 3.2403 -0.7343 0.2194
H -1.3861 -2.2701 -5.1542
H -1.3166 1.1101 2.8894
H -4.7514 4.4508 2.8391
H 0.0144 3.1700 3.0185
H 8.4952 -1.0759 -0.3252
H 1.5823 2.7746 1.8196
H 1.8871 -3.1495 2.8066
H 1.8570 -1.0269 2.5607
C 0.8594 2.5606 -0.2050
H -3.6973 3.4472 0.8669
C 5.4327 -1.4475 1.0588
C -0.0281 -4.0990 1.3248